Entry from the OMol25 dataset: 10 unconnected molecules or ions with the total composition C77H170N10O11 in a non-equilibrium geometry (ωB97M-V/def2-TZVPD).

## Properties
- DFT total energy: -120009.7437 eV
- ΔE to the lowest compared entry with this formula, charge and spin: 45.0 kcal/mol
- Kohn-Sham gap: 8.51 eV
- F_max: 0.084 hartree/bohr
- HOMO energy: -8.0910 eV
- LUMO: 0.016 Eh

```
! wB97M-V def2-TZVPD RIJCOSX def2/J DEFGRID3
* xyz 0 1
C -5.497 3.141 -7.185
C -5.090 4.154 -6.185
C -5.982 5.480 -6.242
C -5.271 3.623 -4.736
C -4.249 2.697 -4.132
C -2.906 3.262 -4.260
C -2.586 3.744 -5.745
C -1.291 4.599 -5.570
C -2.237 2.548 -6.687
N -3.717 4.590 -6.264
O -3.456 5.358 -7.360
H -5.254 3.608 -8.139
H -4.880 2.243 -7.213
H -6.551 2.880 -7.081
H -5.903 6.069 -7.156
H -7.027 5.171 -6.276
H -5.773 6.080 -5.356
H -5.104 4.465 -4.065
H -6.281 3.248 -4.572
H -4.452 2.455 -3.089
H -4.285 1.776 -4.714
H -2.232 2.492 -3.886
H -2.830 4.167 -3.659
H -0.565 4.296 -4.816
H -1.689 5.545 -5.205
H -0.671 4.588 -6.467
H -2.369 2.699 -7.758
H -2.745 1.585 -6.647
H -1.181 2.283 -6.746
H -3.191 6.150 -6.886
C 1.517 0.513 -0.806
C 0.017 0.420 -0.624
C -0.632 1.510 -1.435
C -0.345 -0.950 -1.245
C -0.218 -2.225 -0.360
C -0.668 -1.987 1.100
C -0.154 -0.648 1.696
C -0.978 -0.486 3.009
C 1.372 -0.632 2.111
N -0.514 0.447 0.784
O -0.462 1.766 1.263
H 2.008 -0.431 -0.571
H 1.878 0.819 -1.788
H 1.882 1.223 -0.064
H -1.697 1.612 -1.226
H -0.224 2.508 -1.278
H -0.577 1.322 -2.507
H -1.398 -0.990 -1.526
H 0.266 -1.129 -2.130
H -0.824 -3.063 -0.704
H 0.812 -2.567 -0.461
H -0.123 -2.770 1.628
H -1.652 -2.259 1.483
H -0.680 -1.310 3.658
H -2.066 -0.434 2.970
H -0.676 0.464 3.450
H 1.386 -1.337 2.942
H 1.679 0.375 2.391
H 2.173 -0.968 1.451
H -1.391 2.005 1.266
C 3.471 -2.493 -3.012
C 3.706 -4.063 -2.570
C 4.873 -4.716 -3.335
C 4.145 -3.904 -1.148
C 4.031 -5.181 -0.422
C 2.676 -5.907 -0.604
C 2.245 -6.116 -2.063
C 3.039 -7.349 -2.644
C 0.728 -6.585 -2.095
N 2.435 -4.814 -2.717
O 2.018 -4.810 -4.033
H 2.393 -2.353 -3.094
H 4.020 -1.817 -2.357
H 3.891 -2.253 -3.989
H 5.639 -3.941 -3.324
H 5.533 -5.523 -3.015
H 4.627 -4.874 -4.385
H 5.180 -3.567 -1.105
H 3.791 -3.123 -0.475
H 4.799 -5.803 -0.881
H 4.415 -5.085 0.594
H 1.847 -5.395 -0.115
H 2.828 -6.925 -0.245
H 4.074 -7.449 -2.317
H 3.115 -7.257 -3.727
H 2.627 -8.327 -2.396
H 0.091 -5.800 -1.688
H 0.468 -7.437 -1.466
H 0.296 -6.871 -3.054
H 1.067 -4.736 -3.931
C 3.864 2.012 -8.604
C 2.608 2.630 -7.912
C 2.205 3.774 -8.888
C 1.383 1.667 -8.091
C 1.204 0.665 -6.975
C 1.432 1.261 -5.582
C 2.755 2.129 -5.439
C 2.733 2.758 -3.999
C 3.998 1.121 -5.405
N 2.778 3.112 -6.532
O 3.916 3.994 -6.307
H 3.758 0.934 -8.725
H 4.166 2.493 -9.534
H 4.732 2.083 -7.949
H 1.282 4.279 -8.602
H 2.958 4.538 -9.079
H 2.027 3.316 -9.861
H 0.399 2.095 -8.284
H 1.563 1.031 -8.957
H 0.165 0.364 -6.837
H 1.802 -0.243 -7.047
H 1.460 0.480 -4.822
H 0.639 1.923 -5.236
H 1.788 2.757 -3.456
H 2.985 3.815 -3.909
H 3.375 2.103 -3.410
H 4.949 1.625 -5.235
H 4.127 0.503 -6.294
H 3.857 0.311 -4.689
H 3.653 4.894 -6.098
C -1.352 7.489 -3.188
C -1.638 7.687 -1.659
C -2.747 8.728 -1.435
C -2.245 6.269 -1.233
C -1.242 5.158 -1.034
C -0.040 5.651 -0.222
C 0.668 6.953 -0.530
C 1.504 7.467 0.749
C 1.608 6.643 -1.724
N -0.459 7.957 -0.758
O 0.053 9.204 -1.008
H -0.544 6.760 -3.249
H -2.276 7.298 -3.733
H -1.108 8.497 -3.524
H -3.766 8.480 -1.732
H -2.961 8.792 -0.368
H -2.553 9.773 -1.678
H -2.646 6.326 -0.221
H -2.938 5.845 -1.959
H -1.595 4.288 -0.479
H -0.956 4.755 -2.005
H 0.630 4.815 -0.418
H -0.082 5.636 0.867
H 2.410 6.907 0.981
H 0.833 7.448 1.608
H 1.798 8.489 0.511
H 1.893 7.547 -2.261
H 1.191 5.905 -2.409
H 2.535 6.250 -1.307
H -0.259 9.668 -0.228
C -6.371 -5.216 0.810
C -5.209 -4.395 1.452
C -3.836 -4.856 0.727
C -5.400 -2.888 1.239
C -6.601 -2.342 2.020
C -6.268 -2.375 3.442
C -6.047 -3.848 3.875
C -5.540 -4.029 5.338
C -7.398 -4.628 3.844
N -5.125 -4.561 2.951
O -4.992 -5.890 3.286
H -6.977 -4.667 0.088
H -6.167 -6.103 0.211
H -6.963 -5.616 1.633
H -3.350 -5.642 1.304
H -4.106 -5.237 -0.258
H -3.082 -4.068 0.736
H -4.522 -2.254 1.362
H -5.769 -2.806 0.217
H -6.906 -1.346 1.698
H -7.437 -3.005 1.796
H -7.102 -1.931 3.986
H -5.420 -1.814 3.833
H -6.319 -3.619 5.980
H -4.566 -3.555 5.462
H -5.432 -5.079 5.612
H -7.982 -4.474 2.937
H -8.083 -4.270 4.613
H -7.343 -5.711 3.956
H -4.077 -5.964 3.567
C 6.752 1.782 3.140
C 7.700 0.613 2.888
C 8.955 1.017 2.009
C 8.231 0.206 4.272
C 7.236 -0.715 5.103
C 6.889 -1.920 4.326
C 6.302 -1.590 2.942
C 6.377 -2.955 2.190
C 4.797 -1.204 3.089
N 7.022 -0.556 2.238
O 6.410 -0.263 0.990
H 7.338 2.701 3.116
H 5.892 1.775 2.471
H 6.244 1.849 4.102
H 9.576 0.167 1.727
H 8.613 1.460 1.074
H 9.537 1.716 2.610
H 9.174 -0.317 4.115
H 8.409 1.040 4.950
H 7.583 -0.926 6.114
H 6.338 -0.161 5.374
H 6.190 -2.443 4.978
H 7.721 -2.624 4.283
H 5.798 -2.870 1.271
H 5.882 -3.802 2.665
H 7.363 -3.241 1.825
H 4.329 -1.953 3.728
H 4.194 -1.173 2.182
H 4.694 -0.216 3.537
H 7.054 -0.592 0.360
C 4.196 -2.354 6.891
O 3.589 -1.169 7.254
C 2.155 -1.120 7.173
C 1.744 0.440 7.246
C 0.255 0.718 7.161
N 2.366 1.057 6.099
H 4.030 -2.532 5.828
H 3.823 -3.087 7.606
H 5.279 -2.237 6.912
H 1.794 -1.584 6.255
H 1.640 -1.723 7.920
H 2.160 1.054 8.045
H -0.112 0.344 6.206
H -0.098 1.732 7.349
H -0.224 0.295 8.045
H 3.036 0.325 5.916
H 2.838 1.878 6.449
C -5.755 4.280 -0.424
O -6.339 3.387 0.616
C -5.484 2.729 1.573
C -4.319 1.925 0.980
C -4.842 0.865 0.032
N -3.549 1.361 2.058
H -6.606 4.536 -1.054
H -5.193 3.525 -0.974
H -5.289 5.239 -0.196
H -5.046 3.436 2.277
H -6.077 2.126 2.260
H -3.665 2.562 0.384
H -5.084 -0.017 0.625
H -4.113 0.588 -0.730
H -5.605 1.358 -0.570
H -2.981 0.602 1.710
H -4.264 0.716 2.363
C -0.606 -5.159 10.431
O -1.261 -5.287 9.141
C -1.517 -3.963 8.647
C -2.175 -3.979 7.308
N -1.172 -4.362 6.277
C -1.898 -4.659 5.040
C -1.069 -5.039 3.791
O -1.237 -6.341 3.385
C -0.544 -7.257 4.318
H -1.145 -4.428 11.034
H 0.455 -4.909 10.443
H -0.590 -6.178 10.818
H -0.606 -3.394 8.465
H -2.228 -3.425 9.274
H -2.528 -2.968 7.103
H -2.912 -4.733 7.585
H -0.577 -5.158 6.459
H -2.467 -3.817 4.646
H -2.688 -5.360 5.310
H -0.014 -4.773 3.735
H -1.519 -4.566 2.918
H 0.520 -7.201 4.088
H -0.839 -8.305 4.367
H -0.645 -7.039 5.381
*
```

These are the Löwdin partial charges, in e, on atoms 1 to 6: -0.031 -0.510 -0.011 -0.137 -0.217 -0.141